This record from the Open Molecules 2025 dataset describes a molecular structure, C5H7NaO4 in a non-equilibrium geometry. The level of theory is ωB97M-V with the def2-TZVPD basis set.

Net charge ... +1
<S²> ... 0.753
Gap between HOMO and LUMO (alpha / beta) ... 7.65 / 10.43 eV
DFT total energy ... -17898.326 eV
Lowest unoccupied orbital energy (alpha / beta) ... -0.1356 / -0.1357 hartree
Energy above the lowest of the compared OMol25 structures with the same formula, charge and spin ... 0.1 kcal/mol
Molecular weight ... 154.097 Da
E_HOMO (alpha / beta) ... -0.417 / -0.519 Eh
Spin multiplicity ... 2

Each line ends with the Mulliken charge.
Atoms and positions in Å:
O 1.97782 0.47077 1.16105  -0.53
C 1.45340 0.53780 0.06133  0.26
C 1.98791 1.32714 -1.07026  -0.95
H 0.50430 -0.00533 -0.12245  0.32
H 2.16886 0.64303 -1.91428  0.31
H 1.20128 2.02223 -1.40378  0.29
H 2.90052 1.86908 -0.80182  0.31
O -1.14797 0.32315 3.61719  -0.56
Na 1.29998 -0.34641 3.45811  0.99
H -2.47039 2.78295 0.58743  0.23
O -1.47916 2.06741 2.25368  -0.32
O -3.27833 0.98701 2.98982  -0.28
C -2.60163 2.75995 1.67835  -0.08
C -3.75860 1.92762 2.13027  -0.29
C -1.87584 1.11265 3.06381  0.68
H -2.62174 3.78879 2.06898  0.26
H -4.78267 2.26371 2.28314  0.36

Cartesian forces, eV/Å:
-0.38 -0.20 0.08
0.06 -0.02 0.51
0.03 0.10 -0.28
0.15 0.04 -0.01
0.00 0.21 0.18
0.24 -0.14 0.04
-0.24 -0.17 -0.07
-0.27 0.64 0.03
-0.34 0.32 -0.40
0.02 0.04 0.29
0.38 0.50 0.12
1.88 -0.20 1.01
-0.42 0.29 -0.21
-0.15 0.50 -0.20
-1.37 -1.51 -0.91
0.06 -0.21 -0.14
0.37 -0.19 -0.05